Arrangement a

# C6H11N

A 2-piece molecular cluster, C6H11N overall (the ωB97M-V functional and the def2-TZVPD basis, OMol25).

The geometry in ORCA input format:
```
! wB97M-V def2-TZVPD RIJCOSX def2/J DEFGRID3
* xyz 0 1
C 1.62015 -1.52354 0.00622
N 1.17681 -2.80172 -0.40554
C -1.20901 0.97779 -0.14631
C -0.82089 -0.18696 0.19334
C -1.42524 -1.50020 0.47526
C 0.31146 2.87681 0.10161
C -1.00195 2.27804 -0.33591
H 2.63406 -1.27561 -0.30898
H 0.72416 -1.07815 -0.62129
H 1.49516 -1.34766 1.07421
H 1.07153 -2.84345 -1.41876
H 0.87507 2.05245 0.53598
H -1.89812 -1.47177 1.46208
H -2.17553 -1.67508 -0.28752
H -0.63849 -2.27801 0.42782
H 0.83917 3.27706 -0.76192
H 0.18597 3.65958 0.84736
H -1.76428 2.86041 -0.83766
*
```

Kohn-Sham gap = 5.1 eV
Highest occupied orbital energy = -6.62 eV

***

Arrangement b

# C6H11N

A 2-piece molecular cluster, C6H11N overall (the ωB97M-V functional and the def2-TZVPD basis, OMol25).

The geometry in ORCA input format:
```
! wB97M-V def2-TZVPD RIJCOSX def2/J DEFGRID3
* xyz 0 1
C -0.85743 1.29442 -0.55884
C -1.21152 0.13880 -0.03407
C -0.78879 -1.08332 -0.73805
C -1.88756 0.08237 1.24279
H -0.26312 1.22067 -1.44753
H -0.89036 2.13365 0.04705
H 0.26095 -1.32507 -0.83903
H -1.25127 -0.99527 -1.70665
H -1.31473 -1.95569 -0.43744
H -1.13969 0.14256 2.07661
H -2.59569 -0.74755 1.52919
H -2.51169 1.05747 1.20964
C 2.63228 -0.05297 -0.50291
C 1.96508 -0.02255 0.75930
N 1.54475 0.12649 1.79008
H 2.81415 0.98434 -0.82772
H 1.88711 -0.50309 -1.23840
H 3.60752 -0.49524 -0.32402
*
```

Kohn-Sham gap = 9.8 eV
SMILES = C=C(C)C.CC#N
Highest occupied orbital energy = -9.04 eV

***

Arrangement c

# C6H11N

A 2-piece molecular cluster, C6H11N overall (the ωB97M-V functional and the def2-TZVPD basis, OMol25).

The geometry in ORCA input format:
```
! wB97M-V def2-TZVPD RIJCOSX def2/J DEFGRID3
* xyz 0 1
C 0.98325 -0.86296 0.65183
C 1.00722 0.46722 0.32068
C 1.50795 1.50955 1.27726
C 0.34550 0.92287 -0.85682
C -0.37338 0.13637 -1.66419
N -0.86190 -0.48247 -2.59161
H 1.50394 -1.18919 1.54177
H 1.04926 -1.60945 -0.12798
H 1.54297 1.12315 2.29799
H 2.51921 1.82009 1.00461
H 0.87218 2.39691 1.27984
H 0.24660 1.98869 -1.02066
H -0.34865 -0.57461 -3.46331
C -1.99333 -1.12207 0.19681
H -2.22362 -0.41203 0.98788
H -2.53198 -0.81292 -0.69564
H -2.44389 -2.09199 0.37971
H -0.80131 -1.20716 0.48182
*
```

Kohn-Sham gap = 8.7 eV
SMILES = C=C(C)C=C=N.C
Highest occupied orbital energy = -7.97 eV

***

Arrangement d

# C6H11N

One molecule with the formula C6H11N (the ωB97M-V functional and the def2-TZVPD basis, OMol25).

The geometry in ORCA input format:
```
! wB97M-V def2-TZVPD RIJCOSX def2/J DEFGRID3
* xyz 0 1
C 2.81102 1.16503 -0.54564
C 1.58653 0.96268 0.32407
C 0.35876 0.94367 -0.16173
C -0.88550 0.91716 0.67676
C -1.69115 -0.33220 0.51989
C -1.31347 -1.43053 -0.11707
N -2.10930 -2.59742 -0.14237
H 3.70585 1.10420 0.07193
H 2.73212 2.07546 -1.11897
H 2.89485 0.34450 -1.25696
H 1.71069 1.05105 1.39627
H 0.13539 0.77756 -1.21205
H -1.46140 1.82895 0.47466
H -0.65231 1.03779 1.74256
H -2.68258 -0.37703 0.96772
H -0.37109 -1.58003 -0.62886
H -1.69614 -3.40433 -0.57544
H -3.07229 -2.48650 -0.41476
*
```

Kohn-Sham gap = 9.2 eV
SMILES = C/C=C/C/C=C/N
Highest occupied orbital energy = -8.02 eV

***

What is the stability order? It is arrangement d, arrangement b, arrangement c, arrangement a, from most stable to least stable.

***

Arrangement a

# C6H11N

One molecule with the formula C6H11N (the ωB97M-V functional and the def2-TZVPD basis, OMol25).

The geometry in ORCA input format:
```
! wB97M-V def2-TZVPD RIJCOSX def2/J DEFGRID3
* xyz 0 1
C 1.60685 1.19332 0.33290
C 0.38393 0.73916 0.02949
C 0.34619 -0.40519 -0.91784
C -0.51904 -1.41723 -0.82312
C -0.22356 -2.80497 -1.32957
N -0.78117 0.97611 0.76671
C -0.79462 2.17502 1.60558
H 2.41659 0.98044 -0.34634
H 1.95515 1.57272 1.28508
H 1.27992 -0.60590 -1.42446
H -1.40972 -1.32745 -0.20659
H -1.03161 -3.31617 -1.85557
H 0.21159 -3.45026 -0.57442
H 0.41637 -2.71633 -2.22805
H -1.62112 0.90595 0.22279
H 0.23525 2.31707 1.92164
H -1.06272 3.07436 1.04055
H -1.40828 2.10935 2.50123
*
```

Kohn-Sham gap = 9.0 eV
SMILES = C=C(/C=C/C)NC
Highest occupied orbital energy = -7.89 eV

***

Arrangement b

# C6H11N

A 2-piece molecular cluster, C6H11N overall (the ωB97M-V functional and the def2-TZVPD basis, OMol25).

The geometry in ORCA input format:
```
! wB97M-V def2-TZVPD RIJCOSX def2/J DEFGRID3
* xyz 0 1
C -0.56787 -2.00665 -0.81886
C -0.88195 -0.51237 -0.76139
C 0.13660 0.30762 0.05583
C -0.60816 2.77463 1.20906
C 1.55008 0.29543 -0.53977
C 0.16639 -0.15683 1.45279
N 0.18897 -0.53032 2.54803
H 0.38000 -2.20567 -1.33017
H -1.35292 -2.53890 -1.36463
H -0.50894 -2.43677 0.18727
H -1.87881 -0.36153 -0.33153
H -0.90578 -0.09172 -1.77403
H -1.35428 2.23745 1.83777
H 0.30647 2.69700 1.84060
H -0.22034 1.36850 0.04814
H 2.21558 0.96612 0.01065
H 1.98055 -0.71015 -0.50824
H 1.51371 0.62488 -1.58309
*
```

Kohn-Sham gap (spin up / spin down) = 8.5 / 8.6 eV
Highest occupied orbital energy (spin up / spin down) = -9.56 / -9.64 eV

***

What is the stability order? It is arrangement a, arrangement b, from most stable to least stable.

***

Arrangement a

# C6H11N

One molecule with the formula C6H11N (the ωB97M-V functional and the def2-TZVPD basis, OMol25).

The geometry in ORCA input format:
```
! wB97M-V def2-TZVPD RIJCOSX def2/J DEFGRID3
* xyz 0 1
C -0.63161 -1.11800 -1.68524
C -1.09712 -0.28988 -0.50023
C 0.06763 0.17752 0.46435
C -0.60471 1.07069 1.55651
C 1.68532 0.74920 -0.19721
C 0.73416 -0.95154 1.04829
N 1.46451 -1.76890 1.41622
H -0.01718 -0.50860 -2.35363
H -1.47325 -1.51501 -2.26382
H -0.03354 -1.96444 -1.33414
H -1.78868 -0.90072 0.11199
H -1.72695 0.54906 -0.84434
H -1.28290 0.44851 2.16545
H 0.12856 1.50375 2.23644
H -1.23439 1.88432 1.16178
H 2.44093 0.99600 0.58421
H 2.23749 0.04353 -0.86178
H 1.07388 1.50450 -0.61665
*
```

Kohn-Sham gap = 10.7 eV
SMILES = CCC(C)(C)C#N
Highest occupied orbital energy = -9.89 eV

***

Arrangement b

# C6H11N

C6H11N as an isolated structure (the ωB97M-V functional and the def2-TZVPD basis, OMol25).

The geometry in ORCA input format:
```
! wB97M-V def2-TZVPD RIJCOSX def2/J DEFGRID3
* xyz 0 1
C -0.44365 -1.77246 -0.75752
C -0.84694 -0.34441 -0.64481
C 0.10631 0.42973 0.32970
C -0.57921 1.68818 0.87191
C 1.41991 0.81094 -0.37682
C 0.48180 -0.55753 1.44009
N 0.32223 -1.73253 1.01601
H -1.27815 -2.49146 -0.89480
H 0.18070 -2.70677 1.01756
H 0.34208 -2.00594 -1.49262
H -1.86948 -0.28308 -0.25260
H -0.81620 0.19866 -1.59216
H -1.47096 1.43523 1.45630
H 0.09424 2.26509 1.51382
H -0.89180 2.33464 0.04167
H 2.12739 1.27270 0.32002
H 1.90329 -0.06970 -0.81497
H 1.21846 1.52872 -1.18076
*
```

Kohn-Sham gap = 8.8 eV
Highest occupied orbital energy = -7.78 eV

***

What is the stability order? It is arrangement a, arrangement b, from most stable to least stable.

***

Arrangement a

# C2H7N2OS

A 2-piece molecular cluster, C2H7N2OS overall (the ωB97M-V functional and the def2-TZVPD basis, OMol25).

The geometry in ORCA input format:
```
! wB97M-V def2-TZVPD RIJCOSX def2/J DEFGRID3
* xyz 1 1
C -1.04040 -0.79957 -0.38385
C 1.92500 1.32883 0.75242
N -1.25625 -0.61032 -1.65566
N -1.85880 -0.88681 0.61106
O 2.21435 0.21549 -0.09248
S 1.55205 -1.14731 0.32581
H 1.37161 2.12064 0.07025
H 2.75605 1.83211 1.26961
H 1.23008 1.02840 1.56222
H -2.19366 -0.61448 -2.08428
H -0.49583 -0.35655 -2.25720
H -2.83932 -1.04448 0.35693
H -1.36488 -1.06594 1.52516
*
```

Kohn-Sham gap (spin up / spin down) = 7.8 / 7.7 eV
Highest occupied orbital energy (spin up / spin down) = -13.85 / -13.86 eV

***

Arrangement b

# C2H7N2OS

C2H7N2OS as an isolated structure (the ωB97M-V functional and the def2-TZVPD basis, OMol25).

The geometry in ORCA input format:
```
! wB97M-V def2-TZVPD RIJCOSX def2/J DEFGRID3
* xyz 1 1
C -1.05366 -0.44134 1.24018
C 1.93230 -0.13142 -2.07076
N -1.87741 0.05328 0.51923
N -0.82916 -1.01784 2.38598
O 0.61037 -0.48753 0.30039
S 1.16627 -1.33476 -0.85467
H 1.21054 0.10860 -2.98437
H 2.74163 -0.82377 -2.23190
H 2.38596 0.70608 -1.50028
H -2.20332 0.07563 -0.46594
H -0.03730 -1.57431 -1.46055
H -1.66160 -0.96649 3.06154
H 0.06036 -0.92908 2.73629
*
```

Kohn-Sham gap = 10.4 eV
Highest occupied orbital energy = -14.33 eV

***

What is the stability order? It is arrangement b, arrangement a, from most stable to least stable.

***

Arrangement a

# CH4N2P2

One molecule with the formula CH4N2P2 (the ωB97M-V functional and the def2-TZVPD basis, OMol25).

The geometry in ORCA input format:
```
! wB97M-V def2-TZVPD RIJCOSX def2/J DEFGRID3
* xyz 0 1
C -0.18441 -1.17273 -0.37533
N 2.21558 -0.46605 0.69645
N -2.03272 0.90510 0.15981
P 1.25947 -0.38214 -0.46301
P -1.74174 -0.80308 -0.07513
H 3.18556 -0.67038 0.62056
H -2.93780 1.05631 0.57999
H -1.30748 1.38221 0.65762
H 1.54353 0.15075 -1.80096
*
```

Kohn-Sham gap = 8.6 eV
Highest occupied orbital energy = -8.85 eV

***

Arrangement b

# CH4N2P2

A 2-piece molecular cluster, CH4N2P2 overall (the ωB97M-V functional and the def2-TZVPD basis, OMol25).

The geometry in ORCA input format:
```
! wB97M-V def2-TZVPD RIJCOSX def2/J DEFGRID3
* xyz 0 1
C 0.68579 1.00744 0.48902
N 1.56560 1.06299 1.41794
N -0.95948 -1.52092 -0.82106
P -1.01038 1.64466 0.41636
P 0.07227 0.76063 -1.23945
H 2.43026 0.54673 1.28204
H -0.05368 -2.05128 -0.83883
H -1.50496 -1.92125 -1.63498
H -1.22542 0.47101 0.92896
*
```

Kohn-Sham gap (spin up / spin down) = 7.6 / 7.5 eV
Highest occupied orbital energy (spin up / spin down) = -8.97 / -8.95 eV

***

What is the stability order? It is arrangement a, arrangement b, from most stable to least stable.

***

Arrangement a

# C6H8N

An isolated ion of composition C6H8N and charge +1 (the ωB97M-V functional and the def2-TZVPD basis, OMol25).

The geometry in ORCA input format:
```
! wB97M-V def2-TZVPD RIJCOSX def2/J DEFGRID3
* xyz 1 1
C -2.84261 -0.27603 0.29056
C -1.86926 0.46793 -0.59560
N -0.67829 0.38429 -0.25669
C 0.51614 0.33171 -0.01962
C 1.72565 -0.86148 -0.21472
C 2.78030 0.24195 -0.42834
C 1.77707 0.37171 0.65376
H -3.44523 0.52988 0.74179
H -3.48401 -0.97339 -0.12275
H -2.24514 -0.96249 0.92546
H -2.12291 1.01807 -1.46679
H 1.64766 -1.92438 0.14803
H 3.81937 0.13640 0.00816
H 2.73073 0.98178 -1.30658
H 1.69053 0.53406 1.64332
*
```

Kohn-Sham gap = 9.8 eV
SMILES = CC=[N+]=C1[C@H]2C[C@@H]12
Highest occupied orbital energy = -14.46 eV

***

Arrangement b

# C6H8N

C6H8N as an isolated structure (the ωB97M-V functional and the def2-TZVPD basis, OMol25).

The geometry in ORCA input format:
```
! wB97M-V def2-TZVPD RIJCOSX def2/J DEFGRID3
* xyz 1 1
C -2.05290 0.41010 0.36715
C -1.04479 -0.62141 0.71201
C -0.34909 -1.15802 -0.52505
C 2.27418 0.03223 0.21256
C 1.20452 0.83563 0.25332
C -1.20577 0.95471 -0.46800
N -0.02358 0.21400 -0.04954
H -3.11260 0.45092 0.51482
H 0.51412 -1.91031 -0.51361
H -0.84459 -1.24527 -1.43723
H 3.30181 0.48838 0.24444
H 2.18254 -0.83245 -0.32894
H 1.13599 1.86667 0.51865
H -0.86275 -1.18531 1.66424
H -1.11709 1.70011 -1.16482
*
```

Kohn-Sham gap = 10.5 eV
Highest occupied orbital energy = -14.45 eV

***

What is the stability order? It is arrangement b, arrangement a, from most stable to least stable.